Entry 1:
Entry from the Open Molecules 2025 dataset: a cluster of 2 separate species, C11H11N in total in a non-equilibrium geometry (the ωB97M-V functional and the def2-TZVPD basis).

## Properties
Energy relative to the best compared isomer or geometry (same formula, charge and spin) in kJ/mol: 356.1
Molecular weight in g mol⁻¹: 157.22
Structure (SMILES): c1ccccc1.c1ccncc1
Kohn-Sham gap in eV: 10.086
Largest force on an atom in Eh/bohr: 0.1031

```
! wB97M-V def2-TZVPD RIJCOSX def2/J DEFGRID3
* xyz 0 1
N 0.5637 3.3801 -1.6935
C -1.0776 -1.9167 -0.2829
C -1.5172 -1.5244 0.9628
C 0.2806 -2.3962 -0.4621
C 0.7539 -1.6887 1.7321
C -0.5869 -1.5372 1.9112
C 0.6459 3.4181 -0.3574
C -0.1080 0.9962 -1.5904
C 1.1700 -2.3643 0.5662
C 0.2337 2.4188 0.4095
C 0.1987 2.2214 -2.2085
C 0.0139 1.1244 -0.2085
H 0.9222 4.3994 0.0590
H -0.3152 0.3324 0.6370
H -0.5751 0.1538 -2.1497
H -2.6383 -1.1746 1.0273
H -0.0653 2.0028 -3.1716
H -0.8734 -1.1957 2.8841
H 0.3650 2.3853 1.5746
H -1.6561 -2.4616 -1.1344
H 1.4634 -1.4803 2.4974
H 0.5074 -2.6432 -1.5186
H 2.2949 -2.4497 0.5164
*
```

The Mulliken scheme yields these atomic charges, measured in e: atom 1 (N): -0.612, atom 2 (C): -0.266, atom 3 (C): -0.397, atom 4 (C): 0.014, atom 5 (C): -0.308, atom 6 (C): -0.391, atom 7 (C): -0.272, atom 8 (C): -0.045, atom 9 (C): -0.459, atom 10 (C): -0.530, atom 11 (C): -0.273, atom 12 (C): 0.457, atom 13 (H): 0.348, atom 14 (H): 0.012, atom 15 (H): 0.294, atom 16 (H): 0.220, atom 17 (H): 0.364, atom 18 (H): 0.293, atom 19 (H): 0.249, atom 20 (H): 0.263, atom 21 (H): 0.432, atom 22 (H): 0.329, atom 23 (H): 0.278



Entry 2:
Entry from the Open Molecules 2025 dataset: a cluster of 2 separate species, C5H11ClOS in total in a non-equilibrium geometry (the ωB97M-V functional and the def2-TZVPD basis).

## Properties
Energy relative to the best compared isomer or geometry (same formula, charge and spin) in kJ/mol: 375.8
Molecular weight in g mol⁻¹: 154.66
Kohn-Sham gap (alpha / beta) in eV: 7.851 / 8.000
Largest force on an atom in Eh/bohr: 0.0824

```
! wB97M-V def2-TZVPD RIJCOSX def2/J DEFGRID3
* xyz 0 1
Cl -3.5163 -0.2356 -0.1183
S 0.3463 1.0138 1.2118
O -2.2494 2.0191 -0.2816
C 0.6882 -1.2824 -0.4597
C -0.2069 -0.4936 0.4693
C -2.2785 0.7096 -0.6838
C 1.0851 1.9889 -0.2405
C -0.9074 -1.3364 1.4811
H -1.4732 -0.8131 2.2271
H -1.6832 -1.8398 0.8284
H 0.2969 -2.0950 -1.1599
H 1.2302 -1.8499 0.2132
H -1.6249 2.1503 0.4661
H 1.0937 2.9975 0.0091
H -0.4554 -2.1885 1.9812
H -1.9766 0.6676 -1.8163
H 0.3862 1.8131 -1.0515
H 2.1788 1.6609 -0.3134
H 1.5679 -0.6776 -1.0104
*
```

The Mulliken scheme yields these atomic charges, measured in e: atom 1 (Cl): -0.150, atom 2 (S): -0.174, atom 3 (O): -0.446, atom 4 (C): -1.297, atom 5 (C): 0.900, atom 6 (C): -0.004, atom 7 (C): -0.837, atom 8 (C): -1.526, atom 9 (H): 0.390, atom 10 (H): 0.308, atom 11 (H): 0.302, atom 12 (H): 0.426, atom 13 (H): 0.289, atom 14 (H): 0.375, atom 15 (H): 0.370, atom 16 (H): 0.289, atom 17 (H): 0.298, atom 18 (H): 0.263, atom 19 (H): 0.225



Entry 3:
Entry from the Open Molecules 2025 dataset: a structure of composition C13H26BiN6O6S in a non-equilibrium geometry (the ωB97M-V functional and the def2-TZVPD basis).

## Properties
Energy relative to the best compared isomer or geometry (same formula, charge and spin) in kJ/mol: 93.3
Molecular weight in g mol⁻¹: 603.43
Kohn-Sham gap (alpha / beta) in eV: 4.949 / 4.938
Largest force on an atom in Eh/bohr: 0.0848

```
! wB97M-V def2-TZVPD RIJCOSX def2/J DEFGRID3
* xyz 1 1
Bi 0.5735 -0.3689 -1.1488
S 2.5388 -1.5313 0.2780
O 2.6254 1.6842 -2.7469
O -0.7243 -2.8003 -3.2338
O -1.3424 -0.5803 -4.4091
O -0.9229 1.7957 0.9642
O -3.3644 2.6373 -0.4425
O -1.2204 -0.5943 1.5833
N 1.5123 -1.0993 2.7787
N 2.4618 0.6721 1.9692
N 0.0756 1.7080 0.1148
N 1.8952 1.7103 -1.7230
N -0.7164 -2.2592 -1.9609
N -1.0162 -1.1643 0.3503
C -1.9995 -4.2710 -1.4896
C 0.8061 3.7961 1.1885
C 2.1495 -0.6247 1.6833
C -1.4266 -2.9673 -1.0767
C 1.8306 2.8468 -0.9674
C -1.6425 -2.3480 0.1834
C 2.7072 3.9880 -1.3018
C 1.0966 -2.4851 2.9489
C -0.9553 0.4234 -3.4102
C 1.4292 -0.1105 3.7427
C 2.0231 1.0014 3.2382
C -2.5016 -2.9004 1.2574
C 0.9168 2.7803 0.1115
H 3.0445 1.2460 1.3648
H -3.1963 -3.6331 0.8331
H 0.1111 -2.6549 2.5014
H -2.6129 2.3196 0.1076
H 0.1365 0.6014 -3.4303
H 1.8292 -3.1438 2.4735
H 1.0447 -2.6913 4.0219
H 1.5953 4.5503 1.0936
H -2.4032 -4.8087 -0.6271
H 0.9491 -0.2979 4.6886
H -0.9174 -0.3622 -5.2547
H 0.9022 3.3342 2.1830
H -1.2383 -4.9006 -1.9659
H -1.1023 0.4254 1.3587
H -1.4721 1.3681 -3.6363
H -1.9090 -3.4164 2.0283
H -4.1396 2.1730 -0.0847
H -0.9608 -2.0075 -3.8263
H -1.3763 0.0585 -2.4534
H 2.1609 1.9836 3.6564
H 3.7653 3.6895 -1.2572
H 2.5529 4.8212 -0.6113
H 2.5058 4.3483 -2.3211
H -0.1665 4.3088 1.1403
H -3.0929 -2.1156 1.7457
H -2.8191 -4.1348 -2.2101
*
```

The Mulliken scheme yields these atomic charges, measured in e: atom 1 (Bi): 0.894, atom 2 (S): -0.410, atom 3 (O): -0.707, atom 4 (O): -0.617, atom 5 (O): -0.584, atom 6 (O): -1.039, atom 7 (O): -0.665, atom 8 (O): -0.490, atom 9 (N): 0.377, atom 10 (N): 0.208, atom 11 (N): 0.778, atom 12 (N): 0.399, atom 13 (N): 0.346, atom 14 (N): 0.419, atom 15 (C): -1.320, atom 16 (C): -1.204, atom 17 (C): -0.163, atom 18 (C): 0.208, atom 19 (C): 0.082, atom 20 (C): 0.259, atom 21 (C): -1.371, atom 22 (C): -0.857, atom 23 (C): -0.383, atom 24 (C): -0.266, atom 25 (C): -0.678, atom 26 (C): -1.421, atom 27 (C): -0.016, atom 28 (H): 0.299, atom 29 (H): 0.466, atom 30 (H): 0.173, atom 31 (H): 0.393, atom 32 (H): 0.259, atom 33 (H): 0.383, atom 34 (H): 0.383, atom 35 (H): 0.351, atom 36 (H): 0.433, atom 37 (H): 0.490, atom 38 (H): 0.355, atom 39 (H): 0.217, atom 40 (H): 0.365, atom 41 (H): 0.544, atom 42 (H): 0.376, atom 43 (H): 0.274, atom 44 (H): 0.300, atom 45 (H): 0.514, atom 46 (H): 0.144, atom 47 (H): 0.539, atom 48 (H): 0.293, atom 49 (H): 0.384, atom 50 (H): 0.311, atom 51 (H): 0.314, atom 52 (H): 0.347, atom 53 (H): 0.312



Entry 4:
Entry from the Open Molecules 2025 dataset: a structure of composition C41H43N2OP2ReS2 in a non-equilibrium geometry (the ωB97M-V functional and the def2-TZVPD basis).

## Properties
Energy relative to the best compared isomer or geometry (same formula, charge and spin) in kJ/mol: 16.6
Molecular weight in g mol⁻¹: 892.10
Kohn-Sham gap (alpha / beta) in eV: 4.447 / 3.845
Largest force on an atom in Eh/bohr: 0.0237

```
! wB97M-V def2-TZVPD RIJCOSX def2/J DEFGRID3
* xyz 3 4
Re 0.2505 0.1716 0.8268
S 0.6040 0.6980 -1.3808
S -2.4477 -6.9871 2.8913
P 0.0491 -2.3158 -0.6666
P -1.8435 -0.9818 0.9056
O 1.1814 0.1387 2.8015
N -0.2785 2.1896 1.0028
N -1.3226 -2.4901 0.3638
C -0.3129 4.9659 1.2896
C -3.6477 -2.2193 4.9051
C 1.0776 5.1752 -0.7535
C -2.9871 -0.5727 -1.5752
C -3.0954 -6.1489 4.3528
C -2.8747 -5.7807 1.6127
C 2.8917 0.1361 4.4317
C 0.3309 2.9991 0.0554
C 2.1885 2.2722 3.2355
C -2.2901 -1.9342 4.8047
C 1.3950 -2.6854 1.8222
C 2.6590 -1.7231 -0.0243
C -0.1547 -5.3305 -3.3538
C 1.4223 -2.1332 0.5269
C -2.2203 -3.6722 0.4015
C -1.6278 1.8954 3.0279
C -1.9093 -4.6012 1.5705
C 1.0773 -6.1860 -1.4644
C -1.7677 -1.4967 3.6011
C -4.4803 -2.0679 3.8052
C 3.7817 -2.4450 1.9705
C -0.9891 4.1524 2.1597
C 2.5709 -2.8402 2.5316
C -0.2553 -4.0978 -2.7301
C -4.8958 0.8265 -1.9811
C -0.9478 2.7604 2.0188
C 1.6803 4.5747 -1.8253
C 0.8965 2.4100 -1.0912
C 3.8274 -1.8767 0.6983
C -2.6057 -1.3378 2.4929
C -3.9670 -1.6246 2.5945
C 1.5674 3.1877 -2.0102
C 2.0297 0.8034 3.4308
C -4.9635 1.1391 -0.6301
C -4.0468 0.5989 0.2568
C -3.0621 -0.2767 -0.2120
C -3.9042 -0.0260 -2.4539
C 0.9867 -4.9574 -0.8320
C 0.5069 -6.3732 -2.7185
C 0.3789 4.4016 0.2007
C 0.2964 -3.9192 -1.4594
H 1.1139 6.2498 -0.6290
H -2.1085 -4.2137 -0.5376
H 0.4532 -3.0354 2.2317
H -2.4934 -5.2791 4.6168
H -0.8906 -4.9827 1.4673
H 2.2189 5.1671 -2.5517
H 1.6013 -6.9986 -0.9794
H 1.9915 2.7229 -2.8915
H -4.0584 -2.5640 5.8448
H -3.8496 -0.2628 -3.5077
H -1.5507 4.5694 2.9837
H -4.1339 -5.8586 4.1967
H -5.6217 1.2412 -2.6675
H 2.5700 -0.8817 4.6292
H 1.4481 -4.8178 0.1371
H 2.9214 0.7209 5.3532
H -5.5346 -2.2960 3.8861
H 1.2977 2.7733 3.6253
H -0.5809 -5.4759 -4.3370
H 2.2691 2.5252 2.1755
H -4.6207 -1.5233 1.7386
H 3.9163 0.1242 4.0428
H 4.7760 -1.5925 0.2629
H -3.2558 -3.3291 0.4528
H -2.0619 2.5009 3.8192
H 3.0573 2.6575 3.7620
H -0.9347 1.1829 3.4777
H -3.0491 -6.8683 5.1672
H -0.7606 -3.2785 -3.2287
H -3.9011 -5.4442 1.7761
H -5.7413 1.7965 -0.2655
H -0.3171 6.0413 1.4215
H 2.5559 -3.3028 3.5104
H -2.8444 -6.3349 0.6727
H -1.6463 -2.0610 5.6649
H 4.7034 -2.5972 2.5183
H -0.7057 -1.2924 3.5092
H 0.5913 -7.3345 -3.2073
H -2.4275 1.3273 2.5544
H -4.1235 0.8452 1.3080
H 2.6928 -1.3372 -1.0364
H -2.2195 -1.2396 -1.9488
H -1.9661 -4.0407 2.5077
*
```

The Mulliken scheme yields these atomic charges, measured in e: atom 1 (Re): 1.638, atom 2 (S): -0.280, atom 3 (S): -0.084, atom 4 (P): 0.955, atom 5 (P): -0.580, atom 6 (O): -0.304, atom 7 (N): 0.982, atom 8 (N): 0.851, atom 9 (C): -0.975, atom 10 (C): -0.765, atom 11 (C): -0.822, atom 12 (C): -0.728, atom 13 (C): -0.717, atom 14 (C): -1.015, atom 15 (C): -1.668, atom 16 (C): -0.169, atom 17 (C): -0.960, atom 18 (C): -1.251, atom 19 (C): 0.633, atom 20 (C): -0.501, atom 21 (C): -0.758, atom 22 (C): 0.055, atom 23 (C): -1.272, atom 24 (C): -0.696, atom 25 (C): 0.764, atom 26 (C): -0.928, atom 27 (C): -0.351, atom 28 (C): -0.947, atom 29 (C): -0.677, atom 30 (C): -1.019, atom 31 (C): -1.356, atom 32 (C): -0.263, atom 33 (C): -0.667, atom 34 (C): 0.863, atom 35 (C): -0.891, atom 36 (C): 0.576, atom 37 (C): -1.032, atom 38 (C): 1.530, atom 39 (C): -0.941, atom 40 (C): -0.621, atom 41 (C): 0.882, atom 42 (C): -0.915, atom 43 (C): -0.520, atom 44 (C): 1.197, atom 45 (C): -0.836, atom 46 (C): -0.309, atom 47 (C): -0.615, atom 48 (C): 1.032, atom 49 (C): 0.398, atom 50 (H): 0.480, atom 51 (H): 0.815, atom 52 (H): 0.276, atom 53 (H): 0.116, atom 54 (H): 0.238, atom 55 (H): 0.440, atom 56 (H): 0.482, atom 57 (H): 0.512, atom 58 (H): 0.480, atom 59 (H): 0.518, atom 60 (H): 0.610, atom 61 (H): 0.248, atom 62 (H): 0.463, atom 63 (H): 0.281, atom 64 (H): 0.410, atom 65 (H): 0.507, atom 66 (H): 0.516, atom 67 (H): 0.212, atom 68 (H): 0.464, atom 69 (H): 0.253, atom 70 (H): 0.547, atom 71 (H): 0.388, atom 72 (H): 0.524, atom 73 (H): 0.502, atom 74 (H): 0.712, atom 75 (H): 0.519, atom 76 (H): -0.022, atom 77 (H): 0.412, atom 78 (H): 0.376, atom 79 (H): 0.371, atom 80 (H): 0.491, atom 81 (H): 0.507, atom 82 (H): 0.594, atom 83 (H): 0.425, atom 84 (H): 0.506, atom 85 (H): 0.534, atom 86 (H): 0.471, atom 87 (H): 0.449, atom 88 (H): -0.376, atom 89 (H): 0.364, atom 90 (H): 0.534, atom 91 (H): 0.328, atom 92 (H): -0.405